Here is C58H56FeN7O7S3Te as an isolated structure in a non-equilibrium geometry from the OMol25 dataset. Energies are from wB97M-V/def2-TZVPD.

Values from the calculation:
ΔE to the lowest compared entry with this formula, charge and spin in kJ/mol: 73.13
Total energy in eV: -160003.0885
HOMO energy (spin up / spin down) in eV: -4.51 / -4.99
Expectation value of S²: 6.0867
Orbital gap (spin up / spin down) in eV: 5.23 / 5.72
LUMO (spin up / spin down) in eV: 0.724 / 0.724

The geometry in ORCA input format:
```
! wB97M-V def2-TZVPD RIJCOSX def2/J DEFGRID3
* xyz -1 5
H 0.11480 6.91865 -2.03569
C 0.48039 3.39453 1.98629
O -0.89028 -2.29750 2.27521
C 6.00104 -0.31307 3.64724
C -3.92978 4.49490 -0.32105
H -3.62147 -4.34199 -2.62947
C -3.69535 1.40765 -2.54440
N 0.48210 -3.95889 2.95332
H 1.17102 3.75917 2.74708
C 5.12116 -4.47354 -3.76885
Te -1.62854 2.31588 -0.15113
H -6.39368 2.43861 3.92705
C 1.00719 5.60194 0.93322
C 4.65411 -0.58156 3.48134
C 1.65773 0.00121 -1.87436
C -4.96614 -3.33349 -1.24457
C -4.68956 1.43408 3.14017
C -0.43303 -4.46089 -0.05711
H -5.41818 -2.75049 -2.04700
H 1.09810 8.46987 0.80513
H 10.81853 -1.91079 2.91803
C -5.34151 2.23600 4.07987
H 2.52594 -0.03206 -1.21547
H -2.79345 2.84469 6.21765
C -4.66915 2.74256 5.17339
H -3.24028 -4.58787 -0.90485
C -5.78034 4.50352 -1.88802
H -4.08521 0.58201 -1.94606
C -0.75944 -3.40156 2.86555
O 8.26427 -1.85497 2.13000
H -6.79449 5.72792 -3.32781
H -1.32815 -4.09529 0.42726
H -5.83414 2.86822 -3.26260
H -2.66222 4.42855 1.40882
C 10.51188 -1.03383 2.34913
H 4.61237 -2.70527 -1.98825
C 0.16270 6.21803 -1.20809
H 0.27987 -4.17636 -5.39409
C -0.28673 -5.79275 -0.32530
H 10.97332 -0.13995 2.76299
N 0.16470 0.51028 0.00600
C -0.52527 5.01063 -1.31398
C 3.86729 -4.03820 -3.34656
H 1.17925 -3.57939 2.33385
H 6.53945 -0.70930 4.49802
C 0.88868 -6.27113 -0.95406
H -2.53504 5.92176 0.48272
C 3.95495 -0.08279 2.37622
H -3.95436 5.63507 1.50256
H -1.07627 -6.48594 -0.06211
H 2.03920 -5.53045 -5.79490
C -3.43607 3.32148 -0.90287
H 2.79156 -5.77597 -1.74011
H -0.72807 5.12601 -3.43692
C 1.45273 -0.69427 1.81481
C 0.90784 6.54063 -0.08777
C -2.52866 0.35296 2.34500
H -2.60616 1.32803 -2.54748
C 1.59736 7.87175 0.04026
C 0.33521 4.39025 0.86868
H -5.64336 -4.12701 -0.93062
C 1.87887 -5.40066 -1.29497
C 5.26805 -5.31574 -4.85690
H 4.23650 -6.41978 -6.37960
C 4.14639 -5.73065 -5.55136
H 6.50239 1.64385 0.92296
H 1.91443 0.47097 -2.82176
C 5.98285 1.01253 1.63201
N 3.78402 -3.24311 -2.19478
C -3.13778 -3.47102 3.45077
C -1.27192 4.71514 -2.58569
O -5.40507 0.98978 2.10106
O 1.56610 -3.80037 -3.79582
H -4.05766 1.28289 -3.56529
H 2.63916 7.74544 0.33723
O -1.26788 0.32134 2.47650
H -0.48315 3.20089 2.46208
H -1.62428 1.39735 4.57547
H 0.84198 2.43209 1.61680
C 2.73892 -4.38483 -4.12417
Fe -0.27532 -0.88710 1.08342
C -0.47212 4.11003 -0.24717
H -5.46462 5.98352 -0.37655
C 4.63571 0.74634 1.47290
C 1.76516 -4.00478 -1.03989
H 2.70408 -2.11821 -0.83796
N -4.20267 -3.02585 3.45153
N -2.45389 -0.86972 0.41196
C 2.74875 -3.07954 -1.33888
C -2.66597 1.65548 4.44047
C -3.61296 -3.87757 -1.64370
H -4.82334 0.37633 1.58297
C 6.66937 0.45232 2.70163
C 0.55693 -3.50649 -0.41767
H 6.25133 -5.65571 -5.15178
C -1.72235 -5.30688 4.09831
O 0.02149 1.73024 -1.89729
C -5.29612 3.32348 -2.43677
C 2.59393 -0.41399 2.12457
C -4.14640 2.71541 -1.95016
H 0.56604 -4.92501 3.22116
C 0.36906 -4.33926 -4.31572
C 0.54636 0.78472 -1.20306
C -3.32177 2.45152 5.35905
C 9.00748 -0.94426 2.37401
C -1.85414 -4.05902 3.46613
N -1.62961 -6.33666 4.61832
C -7.02874 5.14461 -2.43411
H 4.12991 -1.18489 4.21012
C -3.09345 -1.75849 -0.24451
S 8.43114 0.68725 2.81361
H 1.30084 -1.01673 -2.03323
H -5.19585 3.36795 5.88379
H 4.08647 1.17107 0.64291
H 0.28271 -5.40708 -4.09292
H -7.47429 5.81009 -1.69555
C -3.32071 1.14814 3.31849
S -2.44955 -2.47591 -1.70068
H -0.43603 -3.80854 -3.81167
H 10.83766 -1.16333 1.31673
C 2.89326 -5.25087 -5.19479
H 5.99341 -4.15211 -3.21171
H 1.57242 8.42024 -0.90053
H 1.00784 -7.32921 -1.14818
N -3.21593 -0.23667 1.37799
S -4.73317 -2.23414 0.19774
H -7.75979 4.38348 -2.70723
C -5.09077 5.07020 -0.82852
H 1.62960 5.82937 1.79189
H -1.37025 3.63981 -2.71104
O 0.37706 -2.26325 -0.30586
C -3.23350 5.16018 0.83697
H -2.26695 5.16313 -2.56942
*
```